# 1
Density functional theory data (ωB97M-V with the def2-TZVPD basis set) for a structure of composition C49H49LiN3O2P4.

Structure (XYZ):
```
108
Properties=species:S:1:pos:R:3
Li -0.60 -0.78 -0.37
C 3.34 -2.85 3.15
C 3.11 -1.56 3.61
C 1.85 -0.99 3.46
C 0.80 -1.70 2.90
C 1.05 -2.98 2.40
C 2.32 -3.55 2.53
P -0.87 -0.92 2.88
C -1.34 -1.12 4.68
C -0.48 -1.61 5.66
C -0.90 -1.76 6.98
C -2.20 -1.42 7.34
C -3.07 -0.94 6.38
C -2.65 -0.80 5.06
C -1.89 -2.16 2.01
C -2.50 -3.23 2.67
C -3.31 -4.11 1.95
C -3.49 -3.89 0.59
C -2.83 -2.83 -0.04
C -2.00 -1.91 0.62
H 4.31 -3.31 3.29
H 3.91 -1.00 4.08
H 1.68 0.02 3.82
H 0.25 -3.54 1.93
H 2.49 -4.56 2.16
H 0.54 -1.88 5.41
H -0.21 -2.15 7.72
H -2.53 -1.55 8.37
H -4.09 -0.69 6.65
H -3.36 -0.46 4.32
H -2.34 -3.40 3.73
H -3.79 -4.94 2.45
H -4.14 -4.55 0.02
H -3.01 -2.72 -1.11
O -1.15 -0.08 -2.02
P -0.09 -0.39 -3.06
C 1.44 -0.99 -2.24
P 2.02 0.12 -0.90
O 0.88 0.40 0.06
C 2.64 1.62 -1.65
C 1.88 2.78 -1.54
C 2.34 3.97 -2.09
C 3.56 4.00 -2.74
C 4.33 2.85 -2.85
C 3.88 1.66 -2.30
C 3.48 -0.64 -0.19
C 3.98 -1.87 -0.60
C 5.22 -2.31 -0.15
C 5.97 -1.51 0.70
C 5.47 -0.29 1.14
C 4.23 0.14 0.70
C -0.54 -1.72 -4.17
C -1.66 -2.48 -3.85
C -2.00 -3.56 -4.66
C -1.22 -3.87 -5.77
C -0.11 -3.09 -6.09
C 0.23 -2.02 -5.29
C 0.25 1.04 -4.09
C 1.49 1.34 -4.65
C 1.65 2.47 -5.45
C 0.55 3.28 -5.72
C -0.69 2.98 -5.18
C -0.85 1.86 -4.36
H 2.22 -1.21 -2.98
H 1.13 -1.92 -1.76
H 0.93 2.73 -1.03
H 1.75 4.88 -2.00
H 3.92 4.93 -3.17
H 5.29 2.88 -3.35
H 4.49 0.77 -2.37
H 3.41 -2.50 -1.27
H 5.61 -3.27 -0.48
H 6.94 -1.85 1.03
H 6.05 0.32 1.82
H 3.84 1.10 1.04
H -2.25 -2.23 -2.98
H -2.87 -4.16 -4.42
H -1.49 -4.71 -6.39
H 0.48 -3.33 -6.97
H 1.09 -1.40 -5.55
H 2.35 0.70 -4.46
H 2.62 2.71 -5.85
H 0.67 4.14 -6.36
H -1.55 3.60 -5.41
H -1.81 1.62 -3.93
C -3.45 3.46 -0.16
N -2.06 2.85 0.04
C -1.34 3.65 1.14
N -2.12 3.70 2.33
C -3.44 4.27 2.07
N -4.17 3.50 1.06
C -4.52 2.15 1.55
P -3.05 1.06 2.00
C -2.14 1.40 0.42
C -2.20 2.39 3.01
H -3.96 2.86 -0.91
H -3.29 4.47 -0.54
H -1.53 2.93 -0.82
H -1.17 4.65 0.75
H -0.39 3.15 1.32
H -3.32 5.29 1.71
H -4.01 4.28 2.99
H -5.11 1.63 0.79
H -5.15 2.26 2.43
H -2.62 0.84 -0.39
H -1.12 1.02 0.53
H -1.19 2.05 3.25
H -2.74 2.51 3.95
```

Calculated values
LUMO: -2.19 eV
Frontier orbital gap: 7.0 eV
Charge: +1
Energy above the lowest of the compared OMol25 structures with the same formula, charge and spin: 0.0 kcal per mole



# 2
Density functional theory data (ωB97M-V with the def2-TZVPD basis set) for a structure of composition C49H49N8O2Zr.

Structure (XYZ):
```
109
Properties=species:S:1:pos:R:3
Zr -0.09 -0.41 0.10
C -1.98 -2.37 3.55
C -2.74 -1.32 4.09
C -2.40 -0.03 3.79
C -1.32 0.22 2.93
N -0.69 -0.79 2.28
C -0.99 -2.06 2.66
N -0.89 1.52 2.87
C -0.05 2.02 2.06
N 0.57 1.44 0.95
C 1.41 2.39 0.38
N 2.22 2.29 -0.61
C 2.40 1.17 -1.38
C 3.49 1.25 -2.26
C 3.74 0.23 -3.14
C 2.87 -0.87 -3.17
C 1.83 -0.89 -2.29
N 1.61 0.07 -1.35
C 1.29 3.65 1.14
C 1.89 4.88 0.95
C 1.57 5.88 1.86
C 0.69 5.64 2.92
C 0.10 4.40 3.10
C 0.42 3.41 2.18
H -2.16 -3.40 3.81
H -3.56 -1.53 4.76
H -2.89 0.82 4.23
H -0.39 -2.84 2.23
H 4.09 2.14 -2.22
H 4.58 0.28 -3.82
H 3.00 -1.67 -3.88
H 1.15 -1.73 -2.28
H 2.57 5.05 0.12
H 2.00 6.86 1.75
H 0.47 6.44 3.61
H -0.58 4.20 3.92
C 3.69 0.02 1.78
C 2.67 -1.12 1.82
C 2.38 -1.54 3.26
C 3.05 -2.30 0.95
C 4.35 -2.78 1.05
C 4.77 -3.85 0.29
C 3.90 -4.42 -0.62
C 2.59 -3.98 -0.75
C 1.74 -4.66 -1.82
C 2.40 -4.58 -3.20
C 1.48 -6.13 -1.48
C 2.15 -2.92 0.07
N 0.78 -2.48 -0.02
C -0.14 -3.49 0.10
O 0.01 -4.59 0.60
C -1.50 -3.13 -0.42
C -2.45 -4.05 -0.81
C -3.66 -3.58 -1.30
C -3.90 -2.21 -1.36
C -2.91 -1.36 -0.93
N -1.74 -1.82 -0.49
C -3.01 0.14 -0.99
O -4.04 0.64 -1.40
N -1.86 0.77 -0.62
C -1.88 2.22 -0.72
C -2.47 3.00 0.30
C -2.22 4.37 0.31
C -1.44 4.97 -0.66
C -1.02 4.22 -1.74
C -1.28 2.85 -1.83
C -1.19 2.28 -3.25
C -2.60 2.22 -3.85
C -0.45 0.98 -3.54
C -3.51 2.45 1.26
C -4.91 2.70 0.67
C -3.50 3.09 2.65
H 3.30 0.90 2.29
H 3.96 0.29 0.76
H 4.61 -0.26 2.30
H 1.77 -0.67 1.40
H 3.30 -1.87 3.73
H 1.67 -2.37 3.31
H 1.98 -0.70 3.84
H 5.04 -2.32 1.75
H 5.78 -4.23 0.38
H 4.24 -5.24 -1.23
H 0.78 -4.15 -1.89
H 3.28 -5.22 -3.25
H 2.73 -3.57 -3.43
H 1.71 -4.91 -3.97
H 2.42 -6.69 -1.49
H 0.83 -6.58 -2.24
H 1.02 -6.26 -0.51
H -2.21 -5.11 -0.74
H -4.41 -4.28 -1.64
H -4.83 -1.79 -1.73
H -2.64 4.97 1.10
H -1.22 6.03 -0.61
H -0.53 4.71 -2.57
H -0.65 3.04 -3.82
H -3.18 1.39 -3.44
H -2.54 2.11 -4.93
H -3.16 3.14 -3.63
H -0.86 0.12 -2.99
H 0.61 1.07 -3.33
H -0.55 0.74 -4.60
H -3.36 1.37 1.37
H -5.10 3.77 0.62
H -5.67 2.26 1.32
H -5.02 2.28 -0.33
H -3.84 4.13 2.61
H -2.53 3.06 3.13
H -4.21 2.57 3.29
```

Calculated values
LUMO: -3.87 eV
Frontier orbital gap: 7.0 eV
Charge: +1
Energy above the lowest of the compared OMol25 structures with the same formula, charge and spin: 0.0 kcal per mole



# 3
Density functional theory data (ωB97M-V with the def2-TZVPD basis set) for a structure of composition C49H50BCsF4N2O3P2 at a distorted geometry.

Structure (XYZ):
```
112
Properties=species:S:1:pos:R:3
Cs 1.19 0.04 2.10
C -2.33 -4.15 3.74
C -1.11 -4.75 3.81
C -0.20 -4.58 2.76
C -0.43 -3.74 1.70
C -1.70 -3.14 1.62
C -2.68 -3.42 2.59
H -3.03 -4.27 4.57
H -0.81 -5.34 4.74
H 0.67 -5.21 2.84
H 0.26 -3.67 0.87
H -1.93 -2.51 0.76
H -3.68 -3.03 2.51
O 0.34 0.68 -3.01
C 1.31 -0.01 -3.80
C 1.09 -0.28 -5.11
C 2.08 -0.88 -5.91
C 3.20 -1.43 -5.30
C 3.39 -1.25 -3.92
C 2.51 -0.51 -3.15
P 2.89 -0.41 -1.40
C 4.37 0.58 -1.44
C 5.72 0.12 -1.45
C 6.76 0.98 -1.33
C 6.45 2.36 -1.16
C 5.17 2.88 -1.15
C 4.12 1.99 -1.30
C 3.37 -2.06 -0.87
C 4.27 -2.23 0.17
C 4.74 -3.44 0.71
C 4.18 -4.62 0.24
C 3.16 -4.51 -0.75
C 2.86 -3.27 -1.36
C -0.34 1.80 -3.63
C 0.30 2.68 -4.49
C -0.47 3.58 -5.22
C -1.85 3.59 -5.01
C -2.42 2.82 -4.03
C -1.71 1.88 -3.31
P -2.40 1.03 -1.83
C -3.33 2.45 -1.09
C -2.91 3.83 -1.04
C -3.72 4.81 -0.63
C -4.98 4.44 -0.09
C -5.39 3.15 -0.05
C -4.57 2.11 -0.52
C -3.71 0.15 -2.76
C -3.62 -1.20 -2.87
C -4.57 -1.91 -3.62
C -5.52 -1.22 -4.39
C -5.59 0.17 -4.25
C -4.70 0.86 -3.42
H 0.11 -0.17 -5.56
H 2.00 -0.88 -7.00
H 3.85 -2.04 -5.92
H 4.35 -1.57 -3.46
H 5.87 -0.99 -1.45
H 7.71 0.54 -1.23
H 7.27 3.01 -0.84
H 4.93 3.95 -0.95
H 3.05 2.30 -1.22
H 4.57 -1.26 0.60
H 5.58 -3.38 1.43
H 4.39 -5.63 0.69
H 2.66 -5.39 -1.14
H 2.08 -3.32 -2.13
H 1.39 2.76 -4.55
H -0.04 4.42 -5.84
H -2.43 4.23 -5.68
H -3.44 3.02 -3.75
H -1.84 4.00 -1.33
H -3.45 5.85 -0.47
H -5.66 5.24 0.21
H -6.29 2.87 0.53
H -4.88 1.07 -0.45
H -2.85 -1.76 -2.31
H -4.56 -3.00 -3.62
H -6.33 -1.74 -4.93
H -6.37 0.71 -4.76
H -4.83 1.89 -3.21
C -1.51 5.04 3.13
O -2.26 3.88 2.68
C -1.61 2.73 2.87
O -0.42 2.64 3.18
N -2.47 1.70 2.78
N -2.08 0.41 3.09
H -2.22 5.89 3.02
H -0.69 5.22 2.40
H -1.07 4.88 4.13
H -3.37 1.89 2.30
H -2.61 -0.28 2.54
H -2.33 0.14 4.06
F -3.29 -0.81 0.52
B -4.67 -0.72 0.97
F -5.00 -1.85 1.79
F -4.76 0.51 1.76
F -5.56 -0.65 -0.10
C 3.44 -2.07 4.63
C 2.87 -1.02 5.57
C 3.96 -0.07 6.10
C 2.09 -1.79 6.65
C 1.81 -0.18 5.05
H 4.12 -2.77 5.14
H 4.01 -1.59 3.82
H 2.69 -2.77 4.25
H 4.93 -0.60 6.15
H 3.70 0.36 7.06
H 4.04 0.78 5.39
H 2.77 -2.52 7.14
H 1.29 -2.33 6.18
H 1.59 -1.18 7.42
H 1.12 0.47 5.65
```

Calculated values
LUMO (alpha / beta): 3.61 / 3.60 eV
Frontier orbital gap (alpha / beta): 4.3 / 2.6 eV
Charge: -2
Energy above the lowest of the compared OMol25 structures with the same formula, charge and spin: 41.9 kcal per mole



What is the formula in the second record?
C49H49N8O2Zr